Record 1
Entry from the Open Molecules 2025 dataset: an isolated ion of composition C4H5N2 and charge +1 in a non-equilibrium geometry (wB97M-V/def2-TZVPD).

- charge = +1
- E (eV) = -7196.52444
- energy relative to the best compared isomer or geometry (same formula, charge and spin) (kJ/mol) = 143.3
- 2S+1 = 3

XYZ file:
```
11
Properties=species:S:1:pos:R:3:forces:R:3
C 1.979 -0.262 0.001 4.16 -0.08 0.01
C -1.477 0.553 -0.003 -0.54 -1.86 0.05
C -0.316 1.155 -0.002 2.68 -3.75 -0.03
C -0.160 -1.366 -0.002 3.00 3.49 -0.02
N -1.354 -0.869 0.003 -3.96 0.45 -0.01
N 0.723 -0.288 -0.005 -5.20 0.96 0.02
H 2.538 -1.196 -0.002 -0.12 0.19 0.00
H 2.526 0.676 0.010 -0.27 -0.13 -0.01
H -2.470 0.968 0.001 -0.04 0.12 -0.01
H 0.188 2.090 -0.010 0.19 0.39 0.00
H -2.178 -1.461 0.009 0.10 0.23 -0.01
```
Positions in Å, forces in eV/Å.

Atom charges from the Löwdin analysis, given in e for atoms 1 to 2:
1 C 0.070
2 C -0.052

Record 2
Entry from the Open Molecules 2025 dataset: a 2-piece molecular cluster, C3H4OS overall in a non-equilibrium geometry (wB97M-V/def2-TZVPD).

- E (eV) = -16054.31102
- energy relative to the best compared isomer or geometry (same formula, charge and spin) (kJ/mol) = 366.5

XYZ file:
```
9
Properties=species:S:1:pos:R:3:forces:R:3
C 2.533 -0.960 0.524 -1.15 -0.54 -0.36
C 1.427 -0.990 0.993 0.76 0.73 0.62
C -1.362 0.885 -1.114 -1.96 2.00 -1.18
O -2.130 0.213 1.104 -0.98 -0.48 0.89
S -2.614 0.932 -0.081 2.30 -0.05 -0.75
H 3.298 -1.146 -0.156 1.12 0.03 -0.40
H 0.641 -0.747 1.650 -0.81 -0.20 0.12
H -1.244 1.545 -1.984 -0.70 -0.39 0.26
H -0.549 0.267 -0.936 1.41 -1.10 0.80
```
Positions in Å, forces in eV/Å.

Atom charges from the Löwdin analysis, given in e for atoms 1 to 2:
1 C 0.004
2 C -0.003

Record 3
Entry from the Open Molecules 2025 dataset: C5H9NO as an isolated structure (wB97M-V/def2-TZVPD).

- E (eV) = -8862.47500
- energy relative to the best compared isomer or geometry (same formula, charge and spin) (kJ/mol) = 650.1

XYZ file:
```
16
Properties=species:S:1:pos:R:3:forces:R:3
C -1.524 -0.441 1.180 0.07 -0.04 -0.02
C -0.722 0.366 0.180 -0.28 -0.15 0.05
N 0.511 1.072 0.687 0.02 0.08 0.12
C 1.253 -0.870 0.280 0.00 -0.38 -0.37
C 0.336 -0.239 -0.782 0.08 0.08 0.05
O 0.125 -0.967 -1.940 -0.12 -0.16 -0.05
C 0.953 1.151 -0.772 0.23 0.04 -0.20
H -1.953 0.216 1.946 0.10 -0.07 -0.15
H -2.357 -0.948 0.677 0.16 0.10 0.05
H -0.901 -1.194 1.669 -0.09 0.10 -0.06
H -1.355 1.112 -0.321 0.19 -0.11 0.10
H 1.024 0.182 1.191 -0.06 0.53 0.22
H 2.296 -0.789 -0.094 -0.20 0.21 0.08
H -0.128 -1.864 -1.683 0.01 0.08 -0.09
H 0.413 1.960 -1.287 0.06 -0.19 0.22
H 2.030 1.253 -0.931 -0.18 -0.12 0.06
```
Positions in Å, forces in eV/Å.

Atom charges from the Löwdin analysis, given in e for atoms 1 to 2:
1 C -0.052
2 C -0.318

Record 4
Entry from the Open Molecules 2025 dataset: a 2-piece molecular cluster, C4H15N2O overall in a non-equilibrium geometry (wB97M-V/def2-TZVPD).

- charge = +1
- E (eV) = -9412.34570
- energy relative to the best compared isomer or geometry (same formula, charge and spin) (kJ/mol) = 127.0

XYZ file:
```
22
Properties=species:S:1:pos:R:3:forces:R:3
N -0.076 -0.648 -1.426 1.61 0.52 0.27
C 0.621 0.667 -1.354 -0.65 2.06 0.77
C 0.246 1.437 -0.005 -0.02 -0.77 -2.31
N -1.039 0.894 0.445 0.95 0.84 0.18
C -0.873 0.220 1.727 -1.46 -0.96 0.70
C -0.327 1.025 2.914 0.37 0.12 -1.06
H 0.454 -1.269 -2.048 -0.50 -0.41 -0.24
H -1.018 -0.432 -1.726 -0.36 -0.65 0.17
H -0.048 -1.036 -0.481 -0.61 -0.23 -0.21
H 1.688 0.595 -1.408 0.51 -0.55 -0.33
H 0.249 1.279 -2.182 0.23 -0.35 -0.05
H 0.239 2.496 -0.294 -0.25 -0.20 0.34
H 1.082 1.302 0.664 -0.07 -0.13 0.59
H -1.708 1.655 0.494 -0.09 -0.22 0.28
H -0.286 -0.711 1.604 0.03 0.39 -0.26
H -1.877 -0.157 2.011 0.48 0.11 -0.23
H 0.097 1.977 2.540 -0.43 -0.24 0.51
H -1.142 1.164 3.619 0.41 0.32 0.23
H 0.509 0.469 3.328 -0.09 0.09 0.54
H 1.175 -4.010 -2.160 -0.06 0.32 0.62
H 1.068 -3.681 -3.558 -0.16 0.65 -0.39
O 0.968 -3.238 -2.704 0.17 -0.73 -0.13
```
Positions in Å, forces in eV/Å.

Atom charges from the Löwdin analysis, given in e for atoms 1 to 2:
1 N 0.187
2 C -0.114

Record 5
Entry from the Open Molecules 2025 dataset: C35H46N2O2ReSSe as an isolated structure (wB97M-V/def2-TZVPD).

- charge = +2
- E (eV) = -122414.49799
- energy relative to the best compared isomer or geometry (same formula, charge and spin) (kJ/mol) = 0.0
- 2S+1 = 2

XYZ file:
```
88
Properties=species:S:1:pos:R:3:forces:R:3
Re 0.084 -1.761 1.287 -0.16 -0.80 0.02
C -2.561 4.851 -0.672 0.00 -0.01 0.01
C -3.517 3.698 -0.973 0.00 -0.02 0.02
C -4.871 3.990 -0.309 0.00 0.01 -0.03
C -3.696 3.591 -2.494 -0.02 0.01 0.01
C -2.992 2.365 -0.448 0.12 -0.01 0.08
C -1.796 2.260 0.266 -0.14 -0.16 -0.13
C -1.391 1.005 0.679 -0.15 0.10 0.03
Se 0.084 0.702 1.874 -0.03 0.47 0.10
C 1.665 0.987 0.849 0.22 0.01 0.01
C 2.118 2.256 0.532 0.12 -0.15 -0.09
C 3.371 2.387 -0.062 -0.11 -0.02 0.04
C 4.118 1.225 -0.271 -0.05 0.03 -0.03
C 3.706 -0.066 0.047 -0.13 0.10 0.02
C 2.436 -0.147 0.625 -0.20 -0.06 0.03
O 1.844 -1.369 1.030 0.39 0.12 0.05
C 4.583 -1.279 -0.240 0.03 0.03 0.03
C 4.904 -1.984 1.089 -0.05 -0.03 0.03
C 3.867 -2.186 -1.252 0.03 -0.03 -0.01
C 5.919 -0.885 -0.874 0.02 -0.03 0.01
C 3.956 3.737 -0.461 -0.02 -0.01 0.02
C 2.990 4.885 -0.171 0.02 -0.01 0.00
C 4.262 3.719 -1.965 0.01 0.02 0.01
C 5.252 3.966 0.330 0.00 0.02 -0.02
C -2.166 -0.120 0.438 0.14 -0.07 -0.02
O -1.601 -1.315 0.934 -0.28 0.11 -0.06
C -3.385 -0.073 -0.231 0.08 0.05 -0.03
C -3.743 1.204 -0.657 0.04 0.05 -0.02
C -4.269 -1.296 -0.468 0.02 0.02 0.03
C -5.500 -0.938 -1.301 -0.03 -0.06 -0.01
C -4.752 -1.813 0.895 0.00 0.02 0.05
C -3.498 -2.381 -1.234 0.01 0.01 -0.02
H -2.972 5.772 -1.081 -0.01 0.02 -0.01
H -1.583 4.700 -1.133 0.03 -0.01 -0.01
H -2.429 5.006 0.400 0.00 -0.01 0.04
H -5.242 4.957 -0.646 -0.01 0.02 -0.02
H -4.782 4.022 0.777 0.02 0.01 0.03
H -5.620 3.242 -0.569 -0.02 -0.02 0.00
H -4.061 4.540 -2.886 -0.02 0.03 -0.01
H -4.421 2.824 -2.767 -0.01 -0.02 -0.02
H -2.753 3.362 -2.990 0.04 -0.01 -0.01
H -1.201 3.130 0.497 0.01 0.05 0.01
H 1.510 3.120 0.751 -0.01 0.04 0.02
H 5.092 1.335 -0.721 0.01 0.02 0.01
H 4.039 -2.114 1.743 -0.02 -0.04 -0.04
H 5.618 -1.394 1.663 0.01 0.02 0.00
H 5.361 -2.957 0.905 0.03 -0.04 -0.01
H 2.842 -2.431 -0.981 -0.09 -0.01 0.03
H 4.424 -3.116 -1.378 0.02 -0.03 -0.01
H 3.828 -1.695 -2.225 -0.02 0.01 -0.02
H 6.519 -0.258 -0.215 0.00 0.03 0.02
H 5.784 -0.371 -1.826 0.00 -0.01 -0.03
H 6.493 -1.790 -1.073 0.02 -0.02 0.00
H 2.054 4.779 -0.721 -0.03 -0.01 -0.02
H 3.446 5.823 -0.485 0.01 0.02 -0.01
H 2.768 4.977 0.894 0.00 -0.01 0.04
H 3.360 3.537 -2.551 -0.04 -0.01 -0.01
H 4.996 2.957 -2.224 0.02 -0.02 -0.01
H 4.671 4.682 -2.267 0.02 0.03 -0.01
H 5.070 3.937 1.405 -0.02 0.00 0.03
H 5.663 4.944 0.084 0.02 0.02 -0.01
H 6.011 3.221 0.091 0.02 -0.02 0.00
H -4.675 1.302 -1.191 0.00 0.02 0.00
H -6.140 -0.212 -0.800 -0.01 0.02 0.02
H -6.092 -1.839 -1.454 -0.02 -0.02 0.00
H -5.231 -0.553 -2.285 0.01 0.00 -0.03
H -5.454 -1.110 1.343 -0.01 0.04 0.01
H -3.938 -1.956 1.606 0.04 -0.07 -0.04
H -5.267 -2.765 0.769 -0.02 -0.05 0.00
H -3.219 -2.023 -2.225 0.03 0.01 -0.03
H -4.137 -3.255 -1.363 -0.03 -0.01 -0.02
H -2.596 -2.715 -0.725 0.04 -0.02 0.08
N 2.458 -4.336 0.876 0.05 0.11 -0.10
C 1.212 -4.700 1.127 0.09 -0.15 -0.17
N 0.227 -3.854 1.469 0.13 0.26 -0.07
C -0.944 -4.591 1.830 -0.01 0.07 0.13
C -2.093 -4.079 2.412 0.00 -0.08 -0.06
C -3.132 -4.949 2.698 0.01 -0.02 -0.01
C -3.029 -6.310 2.424 0.02 0.03 0.00
C -1.866 -6.834 1.885 0.01 0.09 0.01
C -0.830 -5.958 1.604 -0.09 0.00 0.05
S 0.771 -6.362 1.043 0.01 0.05 0.01
H 2.753 -3.371 0.887 -0.04 -0.05 0.05
H 3.141 -5.025 0.604 0.01 0.00 0.00
H -2.183 -3.035 2.675 0.01 0.09 0.03
H -4.028 -4.563 3.161 -0.05 0.01 0.01
H -3.851 -6.970 2.658 -0.02 -0.01 0.01
H -1.763 -7.894 1.705 0.00 -0.06 -0.01
```
Positions in Å, forces in eV/Å.

Atom charges from the Löwdin analysis, given in e for atoms 1 to 2:
1 Re 1.555
2 C -0.056

Record 6
Entry from the Open Molecules 2025 dataset: a 2-piece molecular cluster, C5H13NO overall in a non-equilibrium geometry (wB97M-V/def2-TZVPD).

- SMILES string = CC/C(C)=C/N.O
- E (eV) = -8931.85351
- energy relative to the best compared isomer or geometry (same formula, charge and spin) (kJ/mol) = 208.2

XYZ file:
```
20
Properties=species:S:1:pos:R:3:forces:R:3
C 1.232 -1.264 1.996 1.40 0.16 -0.17
C 1.501 -1.977 0.615 -0.80 0.38 0.43
C 0.731 -1.189 -0.404 -1.23 -0.14 -0.81
C -0.665 -1.672 -0.658 -0.83 -0.20 2.24
C 1.247 -0.048 -0.830 2.16 0.80 -0.49
N 0.785 1.016 -1.673 -0.50 -0.45 -0.31
H 2.118 -1.435 2.627 -0.66 -0.34 0.38
H 1.210 -0.168 1.910 -0.15 -0.33 -0.28
H 0.268 -1.588 2.453 0.92 0.01 -0.27
H 2.488 -2.129 0.163 0.38 0.51 1.12
H 1.137 -2.981 0.816 -0.32 -0.25 -0.66
H -0.714 -2.767 -0.783 0.00 0.56 -0.74
H -1.390 -1.068 -1.188 0.46 -0.05 -1.20
H -1.178 -1.579 0.324 0.34 -0.20 0.12
H 2.335 0.145 -0.607 -1.10 -0.32 0.34
H 0.245 0.721 -2.480 -0.08 -0.09 0.25
H 0.272 1.731 -1.175 0.00 -0.05 0.05
O -3.590 5.150 -0.176 -0.85 0.71 -0.57
H -4.416 4.991 -0.657 0.17 -0.76 0.17
H -3.618 6.112 -0.272 0.69 0.04 0.41
```
Positions in Å, forces in eV/Å.

Atom charges from the Löwdin analysis, given in e for atoms 1 to 2:
1 C -0.092
2 C -0.217